DFT (the ωB97M-V functional and the def2-TZVPD basis) results for a 4-piece molecular cluster, C25H46ClF3N4O7PS2 overall.

Values from the calculation:
**Orbital gap**: 0.2578 hartree
**Lowest unoccupied orbital energy**: -4.27 eV
**HOMO energy**: -11.3 eV
**Net charge**: +1
**2S+1**: 1

Last column: Mulliken charge in e.
Geometry (Å):
C1 0.493 -2.761 3.763  0.85
H1 0.962 3.126 2.493  0.33
H2 -0.072 -4.344 5.105  0.39
H3 1.585 2.970 -5.429  0.27
Cl1 -4.882 -1.282 3.226  -0.20
F1 -0.619 3.652 4.041  -0.28
C2 -1.773 -4.617 -4.739  -0.93
H4 -2.000 -5.661 -4.526  0.31
N1 0.389 2.689 1.781  0.21
C3 1.475 3.715 -4.640  -0.91
H5 4.272 6.399 -3.460  0.32
C4 -3.624 0.859 -0.716  -2.29
C5 3.781 0.445 2.436  -1.04
O1 4.269 4.139 -2.377  -0.64
H6 4.268 -3.741 1.556  0.35
H7 2.465 -0.166 0.849  0.10
H8 2.764 2.599 1.774  0.58
H9 3.641 5.727 -4.970  0.38
C6 2.497 2.021 0.892  -1.49
H10 3.954 0.577 0.311  0.35
H11 0.513 3.558 -4.152  0.23
H12 -2.640 -4.155 -5.198  0.36
C7 3.471 5.811 -3.896  -1.39
S1 -6.241 -0.852 1.758  1.02
H13 2.593 2.669 -3.185  0.10
P1 1.011 0.532 -1.617  0.85
N2 -1.410 -3.933 -3.506  -0.21
C8 -3.961 -0.021 0.499  -0.06
H14 -3.962 1.884 -0.568  0.52
C9 4.965 -1.693 1.585  -0.52
H15 -1.836 -0.162 -1.304  0.15
H16 -2.517 -1.625 3.794  0.06
H17 -0.940 -4.577 -5.439  0.31
H18 4.641 -1.130 3.633  0.52
H19 1.495 -3.594 5.434  0.29
H20 -4.005 -3.018 -3.708  0.45
F2 -1.743 4.855 2.652  -0.23
H21 -5.835 -0.498 -0.499  0.47
N3 2.528 3.557 -3.656  -0.04
H22 -2.026 -3.060 4.718  0.38
H23 3.029 0.723 3.179  0.42
C10 0.472 -3.400 5.129  -1.48
C11 -1.767 2.216 0.961  -0.63
C12 -2.004 -2.873 -2.937  0.80
H24 3.210 -2.649 0.700  0.12
C13 -2.042 -2.604 3.734  -0.71
H25 4.651 1.079 2.582  0.38
C14 -1.494 3.611 3.047  0.87
H26 -3.106 -0.633 0.774  0.25
H27 -0.615 -4.278 -2.991  0.25
O2 1.532 -2.530 3.165  -0.60
H28 -0.606 -2.022 2.288  -0.03
H29 -4.154 0.632 1.349  0.48
H30 -2.621 -3.234 3.058  0.31
C15 4.116 -1.025 2.689  -0.36
H31 1.488 4.704 -5.086  0.41
C16 3.169 0.637 1.055  0.06
H32 0.314 -1.419 -1.400  0.27
C17 4.256 -2.864 0.914  -1.09
H33 -4.179 0.502 -1.579  0.79
C18 -5.219 -0.891 0.301  -0.78
O3 -6.702 0.477 1.990  -0.52
H34 4.751 -3.158 -0.009  0.35
C19 -0.942 2.814 1.884  -1.21
H35 2.870 2.579 0.035  0.27
C20 3.467 4.448 -3.248  0.98
C21 0.207 1.410 -0.221  0.52
F3 -2.622 3.076 3.475  -0.22
O4 -1.569 -2.407 -1.879  -0.59
H36 -4.923 -1.923 0.152  0.35
C22 0.999 2.015 0.786  0.19
H37 5.328 -0.996 0.832  0.38
H38 0.008 -2.736 5.859  0.40
H39 -3.564 -1.440 -3.044  -0.11
H40 -2.020 1.393 -2.026  0.61
H41 2.524 6.324 -3.723  0.36
H42 -2.939 -1.929 -4.624  0.41
N4 -0.701 -2.435 3.202  0.03
H43 -2.825 2.339 1.089  0.38
O5 2.506 1.040 -1.741  -0.45
H44 3.140 0.311 -1.668  0.27
H45 5.857 -2.101 2.055  0.36
C23 -2.145 0.859 -1.087  -0.24
C24 -3.205 -2.282 -3.628  -1.07
C25 -1.206 1.500 -0.111  1.20
S2 0.184 0.719 -3.342  -0.39
O6 1.151 -0.981 -1.142  -0.31
O7 -7.186 -1.915 1.719  -0.54
H46 3.180 -1.570 2.770  -0.02

***

DFT (the ωB97M-V functional and the def2-TZVPD basis) results for C25H46CrF3N4O3S4Si as an isolated structure.

Values from the calculation:
**Orbital gap (spin up / spin down)**: 0.2498 / 0.2509 hartree
**Relative energy (zero: lowest compared OMol25 entry of this formula, charge and spin)**: 4.2 kJ/mol
**Lowest unoccupied orbital energy (spin up / spin down)**: -0.56 / -0.51 eV
**HOMO energy (spin up / spin down)**: -7.4 / -7.3 eV
**Net charge**: 0
**<S²>**: 0.79
**2S+1**: 2

Last column: Mulliken spin population.
Geometry (Å):
H1 -1.844 -4.554 -1.560  0.00
C1 1.061 -2.214 1.608  0.00
H2 1.752 0.544 3.682  0.00
H3 -3.488 1.205 -0.927  0.00
S1 2.106 1.236 -5.060  0.03
H4 -5.416 3.686 1.125  0.00
H5 -2.140 2.351 3.666  0.00
C2 -4.486 3.352 1.587  0.00
H6 -1.737 -2.483 -2.153  0.00
H7 0.847 -2.000 2.659  0.00
C3 -0.100 1.630 3.509  0.00
C4 1.470 0.456 -3.785  -0.01
H8 1.365 5.409 1.765  0.00
H9 4.700 -3.895 -2.219  0.00
H10 0.405 -0.412 1.001  0.00
C5 1.951 -4.209 -4.162  0.00
C6 0.963 4.184 0.032  0.00
F1 5.373 -5.032 -4.476  0.00
H11 -1.631 -0.728 1.558  0.00
C7 2.855 -2.842 -1.990  0.02
H12 1.987 2.292 -0.167  0.00
H13 -0.055 3.776 3.217  0.00
H14 0.303 -0.422 4.041  0.00
C8 -1.508 1.572 4.088  0.00
O1 -0.158 3.614 0.731  0.00
H15 -4.721 2.587 2.330  0.00
S2 2.211 0.206 -2.226  -0.09
H16 2.017 -4.559 -0.119  0.00
C9 0.631 4.372 -1.441  0.00
H17 -2.311 -0.825 -0.712  0.00
H18 0.896 0.755 5.218  0.00
H19 -1.733 -4.058 0.098  0.00
C10 -3.147 3.869 -0.463  0.00
N1 1.143 -4.071 -0.003  0.01
H20 -1.468 1.699 5.171  0.00
H21 -5.100 1.884 -0.647  0.00
O2 -2.384 2.339 1.271  -0.01
C11 4.113 -5.472 -4.359  0.00
H22 0.313 6.174 0.562  0.00
Si1 -0.825 2.125 0.837  -0.01
N2 -1.254 -2.545 -1.264  0.00
H23 -1.351 -2.454 1.653  0.00
H24 3.032 3.691 -0.363  0.00
H25 -0.089 -4.048 1.693  0.00
H26 1.602 -4.227 2.048  0.00
C12 3.227 -4.449 -3.700  0.00
S3 -0.071 -0.374 -3.691  -0.05
C13 3.696 -3.753 -2.591  -0.01
C14 -3.535 2.790 0.539  0.00
C15 2.191 3.296 0.207  0.00
H27 0.181 -3.037 -3.829  0.00
H28 0.535 3.237 4.799  0.00
H29 -0.190 -5.711 -0.292  0.00
H30 1.438 4.919 -1.933  0.00
H31 2.098 -1.924 1.424  0.00
C16 -2.051 -1.784 -0.272  0.00
H32 2.476 3.240 1.260  0.00
H33 -4.038 4.260 -0.957  0.00
C17 1.175 -3.277 -3.482  0.01
H34 1.556 -4.712 -5.032  0.00
C18 0.904 -3.713 1.381  0.00
H35 0.510 3.417 -1.949  0.01
F2 4.157 -6.603 -3.626  0.00
H36 3.188 -2.256 -1.146  0.00
C19 -1.221 -3.986 -0.863  0.00
H37 -2.979 -2.315 -0.029  0.00
C20 1.189 5.537 0.696  0.00
H38 1.540 3.031 3.355  0.00
N3 1.608 -2.614 -2.415  -0.02
H39 -1.969 0.606 3.870  0.00
H40 -2.481 3.468 -1.230  0.00
C21 0.517 3.005 3.733  0.00
H41 -4.380 0.806 0.560  0.00
O3 -0.128 1.325 2.100  0.00
C22 -1.235 -1.585 1.006  -0.01
H42 -2.639 4.690 0.045  0.00
H43 -4.024 4.199 2.096  0.00
S4 -0.627 1.069 -0.951  -0.03
H44 0.499 -4.984 -1.726  0.00
C23 -4.164 1.594 -0.166  0.00
C24 0.099 -4.745 -0.741  0.00
N4 0.213 -1.378 0.741  0.01
H45 2.054 6.037 0.258  0.00
Cr1 0.375 -0.985 -1.530  1.14
H46 -0.289 4.951 -1.544  0.00
C25 0.767 0.559 4.152  0.00
F3 3.679 -5.806 -5.579  0.00

***

DFT (the ωB97M-V functional and the def2-TZVPD basis) results for a 2-piece molecular cluster, C25H46N5O3 overall.

Values from the calculation:
**Orbital gap**: 0.2829 hartree
**Lowest unoccupied orbital energy**: -2.58 eV
**HOMO energy**: -10.3 eV
**Net charge**: +1
**2S+1**: 1

Last column: Mulliken charge in e.
Geometry (Å):
C1 -1.318 -0.477 3.308  -0.62
H1 1.478 1.595 0.776  0.02
N1 -2.382 0.061 -0.855  0.09
H2 8.201 2.300 0.994  0.39
C2 -3.354 -0.838 -0.250  -0.22
C3 5.132 -2.330 1.095  -0.84
C4 -1.107 0.418 2.094  -0.30
H3 -5.422 -3.481 -3.055  0.33
C5 3.055 2.108 -0.636  -0.86
H4 9.022 -0.049 0.703  0.32
C6 6.393 -0.812 2.736  -0.51
C7 6.295 -2.202 2.079  -0.58
C8 -5.215 -3.621 -0.958  0.44
H5 -1.084 -1.377 0.879  0.11
C9 -3.200 -2.283 -0.722  -0.66
C10 4.179 1.194 -1.137  -0.33
H6 6.012 2.909 0.754  0.42
H7 5.506 -0.222 2.481  0.28
H8 -2.260 -2.711 -0.365  0.32
H9 -3.187 -2.328 -1.813  0.43
H10 -10.236 3.492 -2.821  0.40
H11 8.506 -0.508 2.877  0.37
H12 5.480 2.875 -1.496  0.34
H13 3.955 0.866 -2.157  0.37
H14 5.627 1.220 0.969  -0.19
H15 3.405 2.687 0.221  0.31
H16 1.977 0.279 -0.311  0.55
H17 6.195 -2.968 2.851  0.37
H18 5.070 -3.331 0.666  0.40
C11 7.660 -0.019 2.387  -0.91
H19 6.221 1.310 -1.759  0.46
H20 4.184 -2.104 1.594  0.27
H21 -7.698 -3.412 -1.669  0.35
C12 5.554 1.861 -1.090  -0.99
C13 -5.665 -2.855 -2.192  0.11
C14 -8.168 2.689 -2.517  -0.48
C15 -7.179 -2.587 -2.153  -1.18
C16 -0.663 -0.370 0.862  -0.81
H22 -7.386 -1.648 -1.639  0.22
H23 -1.966 -1.325 3.042  0.34
H24 0.413 -0.492 0.812  0.47
H25 6.366 -0.929 3.823  0.37
H26 -4.336 -0.454 -0.533  0.23
H27 0.838 2.402 -1.845  0.32
H28 -0.372 1.188 2.338  0.33
H29 -2.051 0.928 1.882  0.35
C17 -0.539 1.158 -1.223  0.46
O1 -5.698 -4.648 -0.604  -0.52
N2 -1.427 1.536 -2.172  -0.65
C18 -7.722 1.711 -1.670  -0.21
H30 8.093 1.675 -0.639  0.45
C19 7.672 1.578 0.366  -1.22
H31 -2.212 -0.212 5.031  0.32
H32 2.819 2.835 -1.420  0.34
H33 5.255 -1.618 0.273  0.03
O2 -4.240 -3.049 -0.153  -0.32
C20 1.775 1.351 -0.248  -0.29
H34 4.211 0.293 -0.514  -0.02
H35 -8.769 0.521 -0.268  0.21
N3 0.679 1.676 -1.162  -0.02
H36 -7.561 3.256 -3.204  0.39
H37 -3.278 -0.766 0.835  0.08
C21 -2.506 0.845 -1.918  -0.06
N4 -1.092 0.249 -0.394  0.29
H38 -6.733 1.316 -1.506  0.23
H39 -0.360 -0.885 3.654  0.35
H40 -3.430 0.895 -2.476  0.48
H41 -10.884 1.684 -0.917  0.39
H42 -5.117 -1.920 -2.310  0.06
C22 6.168 1.918 0.322  0.10
O3 -1.907 0.334 4.301  -0.50
H43 7.405 -0.558 0.285  0.27
H44 7.226 -2.426 1.550  0.35
C23 -9.927 1.908 -1.355  -0.52
C24 7.966 0.167 0.887  -0.38
H45 7.581 0.970 2.852  0.38
H46 -7.556 -2.498 -3.171  0.35
N5 -8.798 1.242 -0.965  0.02
C25 -9.569 2.814 -2.316  -0.41

***

Which value of 2S+1 does entry 1 give?
1